(1)
This record from the Open Molecules 2025 dataset describes a 2-piece molecular cluster, C4H12N2O overall. The level of theory is ωB97M-V/def2-TZVPD.

Structure (XYZ):
```
19
Properties=species:S:1:pos:R:3:lowdin_charge:R:1
C -2.012 -1.177 0.276 -0.11
N -1.456 -0.160 -0.598 -0.06
C -0.816 0.946 0.017 -0.38
C -1.095 1.463 1.370 -0.10
O 0.058 0.710 1.067 -0.05
H -2.251 -2.049 -0.330 0.08
H -2.917 -0.858 0.809 0.08
H -1.248 -1.457 0.999 0.08
H -2.132 0.160 -1.282 0.12
H -0.456 1.655 -0.728 0.15
H -1.818 0.963 2.002 0.10
H -0.919 2.508 1.595 0.11
C 2.406 -0.251 -1.297 -0.22
N 2.496 -0.912 -0.008 -0.07
H 1.497 -0.591 -1.792 0.06
H 3.266 -0.541 -1.903 0.06
H 2.376 0.849 -1.239 0.06
H 1.690 -0.667 0.555 0.02
H 3.331 -0.591 0.488 0.06
```

structure (SMILES): CN[C@H]1CO1.CN
energy above the lowest of the compared OMol25 structures with the same formula, charge and spin: 259.8 kJ/mol
highest occupied orbital energy: -0.3199 hartree

(2)
This record from the Open Molecules 2025 dataset describes one molecule with the formula C4H12N2O. The level of theory is ωB97M-V/def2-TZVPD.

Structure (XYZ):
```
19
Properties=species:S:1:pos:R:3:lowdin_charge:R:1
C 1.412 1.910 -0.651 -0.07
C 0.952 0.884 0.284 -0.42
O 2.080 0.577 1.218 -0.10
C 0.447 -0.413 -0.486 -0.14
N -0.467 -1.296 0.357 -0.09
C -1.834 -0.874 0.355 -0.36
N -2.388 -0.758 -1.014 -0.04
H 2.573 1.788 -0.474 0.13
H 1.173 1.775 -1.687 0.07
H 1.291 2.958 -0.372 0.08
H 0.038 1.166 0.845 0.12
H 1.621 0.072 1.969 0.12
H 1.306 -0.994 -0.310 0.10
H -0.135 -0.107 -1.411 0.12
H -0.397 -2.276 0.077 0.10
H -1.822 0.196 0.652 0.10
H -2.542 -1.467 1.023 0.12
H -3.396 -0.687 -0.945 0.05
H -2.233 -1.709 -1.519 0.11
```

structure (SMILES): C[C@H](O)CNCN
energy above the lowest of the compared OMol25 structures with the same formula, charge and spin: 265.0 kJ/mol
highest occupied orbital energy: -0.3312 hartree

(3)
This record from the Open Molecules 2025 dataset describes one molecule with the formula C4H12N2O. The level of theory is ωB97M-V/def2-TZVPD.

Structure (XYZ):
```
19
Properties=species:S:1:pos:R:3:lowdin_charge:R:1
C -1.552 1.658 1.321 -0.12
N -0.991 1.241 0.035 -0.14
C 0.396 1.643 -0.160 -0.23
C 1.334 0.462 0.159 -0.22
N 1.105 -0.817 -0.508 -0.05
C 0.038 -1.690 -0.014 -0.32
O -0.140 -2.710 -0.967 -0.06
H -1.698 2.738 1.380 0.08
H -0.883 1.307 2.095 0.07
H -2.473 1.098 1.471 0.08
H -1.613 1.506 -0.714 0.10
H 0.647 2.446 0.544 0.10
H 0.617 2.051 -1.148 0.11
H 2.353 0.728 -0.135 0.10
H 1.350 0.289 1.233 0.11
H 0.814 -0.678 -1.466 0.10
H 0.314 -2.122 0.957 0.12
H -0.917 -1.184 0.102 0.10
H 0.712 -2.994 -1.289 0.08
```

structure (SMILES): CNCCNCO
energy above the lowest of the compared OMol25 structures with the same formula, charge and spin: 178.4 kJ/mol
highest occupied orbital energy: -0.3104 hartree

(4)
This record from the Open Molecules 2025 dataset describes one molecule with the formula C4H12N2O. The level of theory is ωB97M-V/def2-TZVPD.

Structure (XYZ):
```
19
Properties=species:S:1:pos:R:3:lowdin_charge:R:1
C -2.342 0.338 0.416 -0.10
C -1.063 -0.444 0.698 -0.19
C 0.154 0.135 -0.049 -0.64
N -0.108 0.128 -1.477 0.09
O 0.397 1.471 0.335 -0.01
C 1.431 -0.650 0.323 -0.22
N 2.524 -0.184 -0.515 0.00
H -3.194 -0.166 0.866 0.07
H -2.504 0.415 -0.656 0.07
H -2.278 1.339 0.836 0.07
H -0.847 -0.426 1.768 0.12
H -1.191 -1.484 0.394 0.11
H 0.755 0.363 -1.958 0.07
H -0.380 -0.801 -1.779 0.09
H -0.261 2.013 -0.116 0.10
H 1.611 -0.516 1.400 0.12
H 1.274 -1.715 0.126 0.12
H 2.630 0.816 -0.371 0.07
H 3.392 -0.631 -0.241 0.07
```

structure (SMILES): CC[C@@](N)(O)CN
energy above the lowest of the compared OMol25 structures with the same formula, charge and spin: 52.9 kJ/mol
highest occupied orbital energy: -0.3464 hartree

(5)
This record from the Open Molecules 2025 dataset describes C4H12N2O as an isolated structure. The level of theory is ωB97M-V/def2-TZVPD.

Structure (XYZ):
```
19
Properties=species:S:1:pos:R:3:lowdin_charge:R:1
C 0.188 0.760 2.071 -0.07
N -0.326 -0.461 1.381 0.01
C -0.073 -0.457 0.004 -0.37
C -0.515 -1.746 -0.678 0.00
O 1.812 0.465 -0.038 -0.24
C -0.571 0.703 -0.848 -0.23
N 0.258 0.703 -2.058 0.02
H 1.154 0.985 1.613 0.06
H -0.512 1.582 1.955 0.08
H 0.164 0.447 3.116 0.08
H 0.191 -1.258 1.773 0.14
H 1.153 -0.273 -0.235 -0.06
H -0.348 -2.644 -0.079 0.09
H -1.600 -1.649 -0.759 0.10
H -0.097 -1.856 -1.670 0.08
H -1.644 0.785 -1.002 0.13
H -0.236 1.555 -0.244 0.10
H -0.086 1.442 -2.676 0.09
H 1.086 0.917 -1.625 0.00
```

energy above the lowest of the compared OMol25 structures with the same formula, charge and spin: 546.6 kJ/mol
highest occupied orbital energy: -0.3397 hartree

(6)
This record from the Open Molecules 2025 dataset describes a 2-piece molecular cluster, C4H12N2O overall. The level of theory is ωB97M-V/def2-TZVPD.

Structure (XYZ):
```
19
Properties=species:S:1:pos:R:3:lowdin_charge:R:1
C 1.737 -0.619 -1.844 0.04
C 0.940 0.086 -1.019 -0.39
N 1.265 1.469 -0.753 0.04
C -0.005 -0.646 -0.065 -0.17
C 0.242 -0.209 1.378 -0.28
N 1.628 0.121 1.736 -0.01
H 2.475 -0.071 -2.415 0.05
H 1.396 -1.578 -2.221 0.06
H 2.207 1.650 -0.468 0.07
H 0.982 1.980 -1.571 0.07
H -1.025 -0.441 -0.385 0.10
H 0.211 -1.715 -0.008 0.10
H -0.206 0.777 1.516 0.11
H -0.161 -1.037 1.976 0.10
H 1.605 0.738 2.537 0.06
H 2.349 -0.573 1.830 0.06
O -5.341 -0.097 0.287 -0.08
H -5.811 -0.156 -0.563 0.04
H -4.488 0.323 0.053 0.04
```

structure (SMILES): C=C(N)CCN.O
energy above the lowest of the compared OMol25 structures with the same formula, charge and spin: 236.8 kJ/mol
highest occupied orbital energy: -0.3220 hartree

(7)
This record from the Open Molecules 2025 dataset describes one molecule with the formula C4H12N2O. The level of theory is ωB97M-V/def2-TZVPD.

Structure (XYZ):
```
19
Properties=species:S:1:pos:R:3:lowdin_charge:R:1
C -0.633 2.742 0.700 -0.16
N -0.905 1.750 -0.325 -0.13
C 0.213 0.649 -0.292 -0.17
C -0.105 -0.830 -0.409 -0.29
N -0.227 -1.524 0.995 0.05
C 0.975 -1.733 -1.011 -0.25
O 0.372 -3.035 -1.074 -0.11
H -0.272 2.149 1.544 0.07
H -1.413 3.547 0.776 0.10
H 0.264 3.224 0.363 0.06
H -1.806 1.294 -0.107 0.09
H 1.094 0.938 -1.018 0.15
H 0.740 0.850 0.555 0.04
H -0.862 -1.096 -1.181 0.16
H -1.118 -1.278 1.425 0.08
H 0.554 -1.281 1.494 0.03
H 1.307 -1.419 -1.951 0.10
H 1.816 -1.928 -0.327 0.12
H 0.006 -3.017 -0.157 0.06
```

structure (SMILES): CNC[C@H](N)CO
energy above the lowest of the compared OMol25 structures with the same formula, charge and spin: 303.0 kJ/mol
highest occupied orbital energy: -0.3323 hartree

(8)
This record from the Open Molecules 2025 dataset describes an isolated ion of composition C4H12N2O and charge +1. The level of theory is ωB97M-V/def2-TZVPD.

Structure (XYZ):
```
19
Properties=species:S:1:pos:R:3:lowdin_charge:R:1
O -0.939 -2.664 0.807 -0.13
C -0.172 -2.086 0.006 -0.41
C 0.782 -0.904 0.423 -0.31
C 0.037 0.466 0.293 -0.18
C -0.395 0.775 -1.167 -0.16
N -0.954 2.154 -1.409 0.11
N 1.030 -1.059 1.874 0.17
H -0.062 -2.390 -1.128 0.11
H 1.654 -0.995 -0.287 0.15
H 0.702 1.230 0.725 0.11
H -0.784 0.450 0.924 0.09
H -1.286 0.005 -1.359 0.18
H 0.490 0.806 -1.847 0.14
H -0.351 2.972 -1.059 0.20
H -1.969 2.329 -1.108 0.20
H -0.974 2.294 -2.497 0.21
H 1.337 -0.197 2.382 0.17
H 1.741 -1.725 2.175 0.17
H 0.116 -1.460 2.252 0.18
```

2S+1: 2
energy above the lowest of the compared OMol25 structures with the same formula, charge and spin: 274.0 kJ/mol
charge: +1
highest occupied orbital energy (spin up / spin down): -0.2807 / -0.4213 hartree

- Look up the energy above the lowest of the compared OMol25 structures with the same formula, charge and spin of the seventh one.
  303.0 kJ/mol

Repeat the sixth record exactly.
This record from the Open Molecules 2025 dataset describes a 2-piece molecular cluster, C4H12N2O overall. The level of theory is ωB97M-V/def2-TZVPD.

Structure (XYZ):
```
19
Properties=species:S:1:pos:R:3:lowdin_charge:R:1
C 1.737 -0.619 -1.844 0.04
C 0.940 0.086 -1.019 -0.39
N 1.265 1.469 -0.753 0.04
C -0.005 -0.646 -0.065 -0.17
C 0.242 -0.209 1.378 -0.28
N 1.628 0.121 1.736 -0.01
H 2.475 -0.071 -2.415 0.05
H 1.396 -1.578 -2.221 0.06
H 2.207 1.650 -0.468 0.07
H 0.982 1.980 -1.571 0.07
H -1.025 -0.441 -0.385 0.10
H 0.211 -1.715 -0.008 0.10
H -0.206 0.777 1.516 0.11
H -0.161 -1.037 1.976 0.10
H 1.605 0.738 2.537 0.06
H 2.349 -0.573 1.830 0.06
O -5.341 -0.097 0.287 -0.08
H -5.811 -0.156 -0.563 0.04
H -4.488 0.323 0.053 0.04
```

structure (SMILES): C=C(N)CCN.O
energy above the lowest of the compared OMol25 structures with the same formula, charge and spin: 236.8 kJ/mol
highest occupied orbital energy: -0.3220 hartree